No. 1
Density functional theory data (the ωB97M-V functional and the def2-TZVPD basis) for 42 unconnected molecules or ions with the total composition C9H100NO43.

Each line ends with the Mulliken charge.
Positions of all 153 atoms, in Å:
O 2.71 -1.91 0.29  -0.661
H -9.00 -3.66 3.17  0.359
O 4.13 2.96 0.55  -0.594
O 3.01 -3.70 -2.99  -0.604
H 3.84 -0.60 -1.28  0.146
H 5.41 5.15 -1.53  0.308
H -5.93 0.59 4.33  0.372
H 1.97 3.97 -7.66  0.323
H -1.37 -5.63 5.12  0.297
O 7.38 2.42 -2.51  -0.507
H 3.73 5.71 -3.92  0.327
O -3.63 -1.68 3.29  -0.511
O -11.18 -6.88 3.38  -0.613
H 3.92 3.13 -2.87  0.174
O 9.25 7.09 0.72  -0.619
H 6.94 5.24 1.08  0.337
H -3.23 0.27 1.10  -0.206
H 0.19 2.52 5.93  0.301
C -1.49 0.14 -1.83  -0.300
H 1.97 2.47 -7.85  0.277
O 3.02 -6.92 -3.22  -0.613
H -1.26 -1.15 -5.17  0.275
H -4.93 -1.06 1.10  -0.293
O 7.59 5.00 1.76  -0.656
O -7.12 -3.22 3.98  -0.678
H 3.04 2.58 3.58  0.320
O -6.52 -0.72 2.84  -0.488
H 4.82 2.92 1.22  0.316
O -3.06 1.06 3.16  -0.697
C 1.78 -1.16 0.27  0.403
H 3.03 -6.40 -4.03  0.321
O 5.51 5.24 -6.20  -0.572
O -0.01 2.57 4.99  -0.589
O -5.99 1.43 4.82  -0.703
H 3.72 7.75 -3.50  0.314
O 7.71 4.53 5.06  -0.627
O -2.01 -4.97 5.39  -0.725
H -6.97 -3.88 3.29  0.338
H -7.02 -0.29 -2.78  0.260
H 1.16 2.90 -4.11  0.293
H 2.76 2.40 2.11  0.185
O 0.63 -1.44 -0.31  0.418
H -0.30 -3.91 6.28  0.349
H -6.31 2.03 4.14  0.306
H -3.01 1.55 3.98  0.350
O -5.54 -4.75 5.73  -0.553
O 6.06 4.90 -0.86  -0.458
H -1.90 0.10 -5.76  0.283
H -1.75 1.55 -0.30  0.627
H -1.27 3.07 -6.18  0.309
H 6.84 2.06 -5.48  0.294
O -1.28 -3.33 3.03  -0.488
O 4.38 5.50 -3.24  -0.733
H 3.10 9.13 -3.55  0.306
C -1.77 0.48 -0.40  0.307
H 7.70 5.09 4.28  0.314
H 4.94 1.55 -4.30  0.325
H 2.78 -4.80 4.30  0.289
H -0.54 -3.60 2.47  0.128
H -0.13 -2.43 6.60  0.290
H 2.68 -4.53 -2.63  0.396
H -2.02 3.95 -3.98  0.301
H -6.57 -1.73 -2.57  0.258
H -7.06 -3.72 4.80  0.252
C 0.59 -1.26 -1.76  -0.629
O 0.37 -3.24 6.48  -0.596
O 7.29 2.86 -5.79  -0.646
H 4.87 5.45 -6.89  0.279
H 0.63 0.62 4.33  0.322
H -9.90 -0.06 2.87  0.243
H 0.51 0.88 -1.73  -0.122
O -5.20 -5.39 0.54  -0.708
H 5.13 5.16 -3.74  0.265
C -3.15 0.02 0.04  -0.889
H -4.62 -4.48 5.60  0.287
H 2.28 -3.91 5.44  0.320
H 1.63 -0.55 4.44  0.273
H 3.68 -7.61 -3.38  0.297
C -3.48 -1.40 -0.33  -0.380
O 2.57 3.22 -7.78  -0.598
O -1.90 -0.47 -4.98  -0.567
H -9.91 -4.88 3.28  0.316
N -4.78 -1.70 0.32  0.347
O -6.66 -0.88 -2.11  -0.578
H -7.35 -1.09 3.17  0.335
H -5.51 -5.36 6.47  0.259
O -7.81 0.64 0.19  -0.679
H -2.00 -4.33 4.66  0.426
O 3.13 8.29 -4.03  -0.612
H -3.35 0.16 3.41  0.250
H -4.24 -5.36 0.57  0.345
H 0.73 3.07 4.61  0.286
H 6.82 3.57 -5.34  0.366
H -0.86 -2.79 3.71  0.317
O 0.69 -0.34 4.48  -0.542
C -2.44 -2.36 0.20  -0.547
H -4.09 -2.01 2.49  0.157
H 5.37 -4.27 -1.53  0.312
H 3.05 -3.11 -2.22  0.241
H 1.82 1.55 -4.05  0.162
H -5.84 -1.26 3.27  0.349
H 4.60 2.79 -0.27  0.214
H 4.77 0.04 -4.38  0.294
H -7.64 -0.03 -0.49  0.335
H 8.34 3.84 4.84  0.306
H -9.97 -1.57 2.63  0.266
H -1.00 0.13 0.24  -0.635
H -1.88 -1.92 1.03  0.148
H 6.26 4.89 -6.68  0.305
H -1.87 0.92 -2.47  -0.536
H -2.85 2.68 -3.78  0.294
O 2.33 2.66 2.94  -0.560
O 2.99 2.91 -2.74  -0.352
H 2.31 0.86 0.33  -0.300
H -1.72 -2.64 -0.55  0.134
H -11.67 -7.16 2.60  0.305
H 4.86 0.11 -2.19  0.278
H -5.44 -4.46 0.57  0.307
H 0.22 2.93 -6.08  0.351
H -10.91 -7.69 3.81  0.308
H -3.36 -2.48 3.75  0.105
H -3.87 0.64 -0.46  0.492
C 1.91 0.13 1.00  -0.740
O -0.46 3.44 -6.55  -0.648
H -2.92 -3.26 0.55  0.004
H -0.04 -2.03 -2.15  0.493
H 8.32 4.63 1.26  0.274
O 5.56 -3.36 -1.29  -0.602
H 0.04 0.08 -3.24  0.534
H 2.86 -4.89 0.33  0.283
H 2.58 -0.03 1.80  0.580
O -2.48 3.25 -4.46  -0.630
O 2.94 -3.96 4.73  -0.629
H 6.80 4.54 -1.37  0.213
O 5.44 0.72 -4.29  -0.679
H 8.31 2.62 -2.38  0.261
H -5.53 -1.53 -0.32  0.233
H 1.73 -3.90 0.10  0.313
C 0.00 0.04 -2.17  -0.059
O -9.49 -4.30 2.64  -0.634
H 0.96 0.46 1.37  0.508
H 7.37 1.80 -3.25  0.280
H 1.56 -1.40 -2.21  0.264
H 8.77 6.59 1.40  0.375
H -7.66 0.15 1.01  0.320
O 1.20 2.06 -4.58  -0.502
H 2.98 2.37 -1.94  0.165
O 3.92 -0.09 -2.10  -0.383
H 9.76 7.74 1.20  0.310
O 1.91 -4.85 0.21  -0.724
H -1.95 -0.77 -2.14  0.478
H 4.91 -3.16 -0.61  0.307
O -9.35 -0.84 2.74  -0.544

Output
Total charge = -1
HOMO level = -1.00 eV

=====

No. 2
Density functional theory data (the ωB97M-V functional and the def2-TZVPD basis) for a molecular structure, C17H30IrNO2P2Se.

Each line ends with the Löwdin spin population.
Positions of all 54 atoms, in Å:
C -0.21 2.25 -2.76  0.039
H 1.58 4.16 -0.90  0.002
H 3.34 -5.26 -1.58  -0.001
H -3.62 3.50 1.13  0.016
C -0.55 -2.45 2.50  0.027
C 1.75 3.09 -0.73  0.030
C -0.46 -3.56 -0.26  0.005
H 2.09 -5.29 -3.73  0.002
O -0.17 4.90 3.58  0.002
H -0.87 -1.59 3.13  0.003
H -5.53 1.86 1.43  0.016
H 1.19 -1.10 -3.24  0.009
H -0.41 -0.48 -1.73  0.029
H -1.15 -3.34 2.75  0.005
H -3.14 -2.33 1.30  0.002
H 2.02 1.87 3.47  0.000
H 1.01 -3.19 -4.55  -0.001
H -0.06 -0.19 1.47  0.017
P 0.18 2.14 -0.94  0.118
P -0.84 -2.11 0.70  0.025
H -2.88 -2.08 -0.44  0.016
Se 2.24 -0.45 -0.62  0.774
H 0.52 -0.87 1.35  0.078
H 0.53 -2.65 2.68  0.007
Ir -0.10 -0.11 -0.20  0.649
H -0.34 3.33 -2.95  0.004
C -1.40 2.84 -0.45  0.396
C -4.52 1.56 1.17  0.259
C -2.96 -0.19 0.66  0.238
H -0.46 4.03 3.94  0.001
C -2.29 2.02 0.25  0.082
H 3.22 1.97 2.49  0.000
H 0.60 -3.82 -0.13  0.001
C 1.54 -3.20 -3.61  0.001
C 1.63 -2.03 -2.88  0.049
C -4.27 0.21 0.97  0.186
C -2.64 -1.68 0.56  0.042
H -1.19 1.76 -2.86  0.004
C 2.92 -3.20 -1.18  0.044
H -1.66 3.89 -0.52  0.019
H -1.12 -4.36 0.10  0.001
C 2.26 -2.04 -1.63  0.089
C 2.84 -4.36 -1.93  0.003
H -5.02 -0.57 1.10  0.005
C 2.14 -4.37 -3.14  0.035
N -2.00 0.66 0.29  0.327
H 2.53 2.76 -1.43  0.006
H 2.15 2.95 0.29  0.000
H 0.53 1.80 -3.44  0.006
H -0.07 4.93 2.59  0.001
H -0.65 -3.32 -1.31  0.002
O 3.01 1.77 3.49  0.001
C -3.51 2.45 0.86  0.319
H 3.47 -3.16 -0.23  0.009

Output
Relative energy (zero: lowest compared OMol25 entry of this formula, charge and spin) = 137.34 kJ/mol
2S+1 = 5
<S²> = 6.04
HOMO level (alpha / beta) = -3.94 / -8.17 eV

=====

no.,DFT total energy (a.u.)
1,-3692.902627
2,-4059.208094